(i)
Density functional theory data (the ωB97M-V functional and the def2-TZVPD basis) for a 7-piece molecular cluster, C21H36O21 overall.

Output
LUMO: 0.1 eV
SMILES: COC(=O)OC.COC(=O)OC.COC(=O)OC.COC(=O)OC.O=C1OCCO1.O=C1OCCO1.O=C1OCCO1

CARTESIAN COORDINATES (ANGSTROEM)
C 1.0995 -4.6823 -3.6986
O 0.7210 -3.7152 -4.6804
C 0.9366 -2.3885 -4.3000
O 1.3443 -2.0625 -3.1861
O 0.4421 -1.5483 -5.2622
C 0.7744 -0.1743 -5.2746
H 0.4050 -4.7782 -2.8640
H 2.0856 -4.5377 -3.2574
H 1.2475 -5.6379 -4.2016
H 1.7378 0.0420 -5.7361
H 0.8492 0.2525 -4.2744
H 0.0395 0.2976 -5.9270
C -4.1446 -0.6285 0.3043
O -5.4305 -0.1992 -0.2336
C -5.4962 0.8844 -0.8568
O -4.6691 1.7945 -0.9213
O -6.5658 0.8765 -1.5948
C -7.1672 1.9836 -2.1991
H -3.3243 -0.5031 -0.4025
H -4.2203 -1.6663 0.6290
H -4.0327 -0.0849 1.2424
H -8.1120 2.2910 -1.7507
H -7.3093 1.8445 -3.2708
H -6.5284 2.8610 -2.0979
C 3.0924 -3.0900 -0.6004
O 2.9716 -4.4550 -0.4452
C 3.4776 -5.0129 0.7132
O 4.1074 -4.3549 1.5058
O 3.2979 -6.3643 0.8104
C 3.7426 -7.0068 1.9879
H 4.0445 -2.6078 -0.3787
H 2.3727 -2.5716 0.0331
H 2.7068 -2.9934 -1.6154
H 3.3165 -7.9913 2.1814
H 3.3958 -6.4909 2.8833
H 4.8303 -7.0382 1.9245
C -1.1502 6.6285 5.8184
O -0.8549 5.2561 5.5230
C 0.4406 4.8495 5.0353
O 1.4623 5.5260 5.0714
O 0.4095 3.5403 4.6606
C 1.5309 2.7161 4.6144
H -0.6150 7.0485 6.6700
H -2.2182 6.7641 5.9888
H -0.8382 7.2229 4.9596
H 2.1770 2.9260 3.7620
H 1.1918 1.6864 4.5008
H 2.2478 2.7982 5.4314
O 5.0727 1.5783 4.2471
C 4.4097 0.6010 4.0061
O 5.0516 -0.6061 3.9758
C 4.1187 -1.4894 3.3455
C 2.7786 -0.9137 3.8329
O 3.1123 0.4688 3.7238
H 4.1660 -1.4533 2.2571
H 4.1227 -2.5466 3.6111
H 2.4795 -1.0042 4.8771
H 1.8745 -1.1912 3.2910
O 0.6721 1.7855 1.8141
C 0.5350 1.0393 0.8616
O 0.4810 1.4015 -0.5207
C -0.1919 0.4987 -1.2800
C 0.2942 -0.7407 -0.4839
O 0.4106 -0.2423 0.8640
H -1.2696 0.6591 -1.2486
H 0.1361 0.5596 -2.3177
H 1.2311 -1.1962 -0.8050
H -0.5644 -1.4102 -0.4325
O -1.6171 1.9688 -6.3377
C -2.1937 2.2466 -5.2996
O -3.1817 3.0348 -5.2061
C -3.8306 2.9219 -3.9561
C -2.5552 2.6572 -3.1345
O -1.7317 1.9263 -4.0548
H -4.2519 3.8681 -3.6165
H -4.6696 2.2266 -3.9830
H -2.5417 2.1703 -2.1593
H -2.1691 3.6756 -3.0925

(ii)
Density functional theory data (the ωB97M-V functional and the def2-TZVPD basis) for a 7-piece molecular cluster, C21H36O21 overall.

Output
LUMO: 0.5 eV
SMILES: COC(=O)OC.COC(=O)OC.COC(=O)OC.COC(=O)OC.O=C1OCCO1.O=C1OCCO1.O=C1OCCO1

CARTESIAN COORDINATES (ANGSTROEM)
C -1.5252 -4.5237 1.2625
O -2.4128 -4.8609 0.1906
C -3.7331 -4.8075 0.3786
O -4.3949 -4.9335 1.4397
O -4.2474 -4.8691 -0.8157
C -5.5677 -5.2691 -0.9618
H -0.7212 -3.9331 0.8233
H -0.9266 -5.3864 1.5548
H -1.8317 -3.9444 2.1335
H -5.6495 -6.3378 -0.7633
H -5.8264 -5.0096 -1.9884
H -6.2194 -4.7104 -0.2901
C 0.5951 0.9621 2.3603
O -0.7426 0.4925 2.5478
C -1.3291 -0.3256 1.6859
O -0.7505 -0.6660 0.6560
O -2.6990 -0.4933 2.0108
C -3.4805 -1.2076 1.1672
H 1.0813 0.1284 1.8537
H 1.1220 1.0943 3.3054
H 0.6004 1.8904 1.7890
H -3.0242 -2.1557 0.8825
H -3.5830 -0.7391 0.1884
H -4.4234 -1.4988 1.6300
C 6.6427 -0.4572 4.5221
O 5.7686 0.5233 5.0051
C 4.9756 1.2221 4.1789
O 4.7718 0.9489 2.9935
O 4.4696 2.2263 4.8701
C 3.5551 3.1709 4.3359
H 6.2513 -0.8954 3.6040
H 7.1133 -1.1048 5.2617
H 7.5167 0.0900 4.1687
H 2.6966 2.6082 3.9693
H 4.0187 3.5572 3.4282
H 3.4361 3.8575 5.1741
C -2.4975 1.9829 -0.8663
O -1.8537 3.1296 -1.4042
C -2.4582 4.2973 -1.4770
O -3.6585 4.5652 -1.3647
O -1.5179 5.1809 -1.8860
C -1.8290 6.5172 -2.2336
H -3.5499 2.1124 -1.1191
H -2.5214 1.9724 0.2234
H -2.1439 1.0880 -1.3784
H -2.9049 6.6889 -2.2015
H -1.4189 6.7417 -3.2182
H -1.4007 7.1485 -1.4550
O -1.1557 0.1247 -3.9594
C -1.6339 -0.8817 -3.4710
O -2.9491 -1.1694 -3.3676
C -3.1020 -2.5936 -3.1310
C -1.8342 -2.9111 -2.4647
O -0.9578 -1.9748 -2.9924
H -3.9012 -2.8362 -2.4306
H -3.1357 -3.1241 -4.0826
H -1.5742 -3.9467 -2.6836
H -1.9821 -2.7713 -1.3939
O 2.8911 -4.5050 1.5344
C 2.7971 -3.7147 0.6492
O 1.6898 -2.9152 0.4644
C 1.8405 -2.1155 -0.6700
C 3.3250 -2.0501 -0.7804
O 3.7281 -3.3200 -0.2520
H 1.4798 -2.4967 -1.6254
H 1.4473 -1.1154 -0.4874
H 3.8454 -1.3156 -0.1657
H 3.8311 -2.1238 -1.7429
O 1.7295 1.9192 -0.7772
C 1.9027 2.9276 -1.4513
O 2.7061 3.9687 -1.1743
C 2.6604 5.0158 -2.1341
C 1.8085 4.3950 -3.2225
O 1.5177 3.1288 -2.7298
H 2.2050 5.9481 -1.8001
H 3.7222 5.2023 -2.2951
H 2.4284 4.2263 -4.1030
H 0.8983 4.9568 -3.4321

(ii) (19.1 kcal/mol below the next structure)

(i)
Density functional theory data (the ωB97M-V functional and the def2-TZVPD basis) for a 2-piece molecular cluster, C5H11BrOSi overall.

Output
LUMO (alpha / beta): 0.1 / 0.1 eV

CARTESIAN COORDINATES (ANGSTROEM)
C 0.3992 -1.4367 -0.1961
C -0.2096 1.2027 -1.4126
C -2.5215 -0.4782 0.1650
C -0.3144 1.0812 1.7203
C 2.7881 -1.1965 -0.4657
O 0.1042 -2.5883 -0.2014
Si -0.6915 0.1057 0.0336
Br 3.5092 0.4715 0.1753
H -0.2568 0.7373 -2.3097
H -0.6431 2.1432 -1.5956
H 0.9519 1.3826 -1.3264
H -3.3613 -0.0210 -0.3043
H -2.4711 -1.6120 -0.2057
H -2.6708 -0.5261 1.2578
H -0.9058 0.6867 2.5354
H 0.7255 1.3310 1.9962
H -0.7743 1.9821 1.6383
H 3.4524 -2.0384 0.0598
H 2.8898 -1.2268 -1.5642

(ii)
Density functional theory data (the ωB97M-V functional and the def2-TZVPD basis) for a 2-piece molecular cluster, C5H11BrOSi overall.

Output
LUMO: -2.6 eV

CARTESIAN COORDINATES (ANGSTROEM)
C -2.7247 -2.1728 0.2168
C -1.9197 -1.1588 0.5524
C 1.4779 2.5858 -0.5935
C 0.5760 -1.4232 -1.5893
C 1.1098 1.6787 0.6692
O -0.1129 0.9962 0.2851
Si -0.5407 -0.4619 -0.3253
Br 4.2968 -0.0543 0.6149
H -3.3513 -2.7202 0.9190
H -2.7974 -2.6469 -0.7871
H -2.3340 -0.5711 1.3712
H 1.6616 1.8791 -1.4008
H 0.5683 3.1247 -0.8448
H 2.2938 3.1843 -0.3040
H 0.3470 -1.1962 -2.7100
H 1.6585 -1.3019 -1.2705
H 0.5279 -2.5512 -1.6313
H 1.0056 2.3274 1.5362
H 2.0449 0.9877 0.8668

(ii) (10.6 kcal/mol below the next structure)

(i)
Density functional theory data (the ωB97M-V functional and the def2-TZVPD basis) for C5H10NO2 as an isolated structure.

Output
Multiplicity: 2
Expectation value of S²: 0.766
LUMO (alpha / beta): -2.0 / -2.3 eV

CARTESIAN COORDINATES (ANGSTROEM)
O 0.8281 1.6316 1.8824
C -0.2478 1.1052 1.3152
N -0.6540 -0.2548 1.7493
C 0.4703 -1.2712 1.6164
O 0.0889 -2.4636 1.0013
C -0.1309 1.1253 -0.2737
C -0.0279 -0.1852 -0.8713
C 0.0568 -0.0377 -2.4125
H -1.3959 -0.7073 1.1391
H 1.3078 -0.6985 1.0635
H 0.7790 -1.4424 2.6599
H -1.2012 1.7963 1.3197
H 0.3310 2.1028 -0.5406
H -1.0831 0.5427 -0.4866
H 0.4296 -1.1202 -0.5435
H 0.8507 0.6763 -2.9412
H 0.4279 -1.0198 -2.8271
H -0.8293 0.2205 -2.8502

(ii)
Density functional theory data (the ωB97M-V functional and the def2-TZVPD basis) for one molecule with the formula C5H10NO2.

Output
Multiplicity: 2
Expectation value of S²: 0.754
LUMO (alpha / beta): 0.8 / -1.0 eV

CARTESIAN COORDINATES (ANGSTROEM)
C 2.3585 -0.4114 0.6348
N 0.9937 -0.5855 0.2197
C 0.2327 0.5735 -0.1717
C -1.2783 0.2742 -0.2497
C -1.6785 -0.9543 -1.1543
O -1.4458 -2.1750 -0.4160
C 0.2344 1.8696 0.7497
O -0.2931 2.8644 0.3491
H 2.5177 0.4640 1.2695
H 3.0651 -0.2214 -0.1911
H 2.4764 -1.3029 1.2650
H -0.6636 -2.0681 0.1620
H 0.4997 1.0080 -1.1413
H -1.6855 -0.1116 0.6930
H -1.8991 1.1386 -0.4782
H -2.7477 -1.0516 -1.2919
H -1.2190 -1.1402 -2.1048
H 0.5324 1.8295 1.8562

(ii) (147.7 kcal/mol below the next structure)

(i)
Density functional theory data (the ωB97M-V functional and the def2-TZVPD basis) for a 2-piece molecular cluster, C5H6N2OS overall.

Output
LUMO: -0.8 eV
SMILES: [O-][NH+]=S.c1ccncc1

CARTESIAN COORDINATES (ANGSTROEM)
O 1.4196 0.3309 -1.5762
N 0.5241 -0.3065 -2.1796
S -0.5362 0.4072 -3.0375
H 0.6283 -1.3535 -2.1251
C 0.3137 -0.5466 1.6432
C -0.9277 -0.9148 1.1443
C -1.5109 -0.1260 0.1901
N -0.8480 0.8960 -0.3672
C 0.3697 1.2626 0.0750
C 0.9749 0.5574 1.0948
H 0.8777 -1.2532 2.2399
H -1.4772 -1.6572 1.6713
H -2.4426 -0.3533 -0.2609
H 0.7276 2.1529 -0.2015
H 1.9069 0.9040 1.6893

(ii)
Density functional theory data (the ωB97M-V functional and the def2-TZVPD basis) for one molecule with the formula C5H6N2OS.

Output
LUMO: 0.5 eV
SMILES: C[C@]1(O)SN=C[C@@H]1C#N

CARTESIAN COORDINATES (ANGSTROEM)
C 0.4556 -1.1978 -1.0001
C -0.2408 -0.6396 0.1764
O -0.1448 -1.5828 1.2493
S -2.1215 -0.3751 -0.4459
N -2.1452 1.2164 -0.1595
C -1.0846 1.7367 0.2876
C 0.0927 0.8093 0.6463
C 1.3469 1.2957 0.2174
N 2.2748 1.7178 -0.2903
H 0.0816 -2.1949 -1.2685
H 1.5011 -1.4124 -0.9445
H 0.5137 -0.5004 -1.7730
H 0.1601 -2.5032 0.9703
H -0.9309 2.8374 0.6187
H 0.2414 0.7929 1.7158

(ii) (52.1 kcal/mol below the next structure)

(i)
Density functional theory data (the ωB97M-V functional and the def2-TZVPD basis) for one molecule with the formula C4H12N4O2.

Output
LUMO (alpha / beta): 0.7 / 0.7 eV

CARTESIAN COORDINATES (ANGSTROEM)
C 1.7823 0.2617 -1.2191
C 0.8412 -0.8128 -0.7771
C -1.3698 -0.8712 0.2900
C -0.0570 -0.0053 0.1007
N -2.3230 0.6965 2.2813
N 0.2247 1.5518 1.6990
N 0.5525 0.3054 1.3322
N -2.5370 -0.2308 0.8297
O 0.8211 2.0341 2.8223
O -1.7915 1.7705 2.1058
H 1.1812 1.0669 -1.6709
H 2.6416 -0.0199 -1.8920
H 2.3299 0.7707 -0.4023
H 1.2411 -1.7546 -0.4362
H 0.3871 -1.0565 -1.7867
H -1.1914 -1.6133 0.9436
H -1.5043 -1.2887 -0.6906
H -0.2422 0.8832 -0.4853
H 0.0295 2.2317 1.0015
H 0.3979 1.4646 3.4557
H -2.7730 0.5151 0.1798
H -3.3461 -0.8339 0.9165

(ii)
Density functional theory data (the ωB97M-V functional and the def2-TZVPD basis) for a 3-piece molecular cluster, C4H12N4O2 overall.

Output
LUMO: 0.7 eV

CARTESIAN COORDINATES (ANGSTROEM)
C 0.8667 0.2739 1.0471
C -1.3120 1.2340 -1.1331
C 0.5394 -1.2002 1.0279
N -1.4623 0.7420 0.0615
C 0.2593 0.1848 -2.4295
N 0.6770 0.9182 2.2053
N 1.5311 0.7755 0.0277
N -0.4795 -1.5047 2.0277
O 0.0131 -1.1746 -2.3662
O 0.4829 0.6989 -3.4980
H 0.0340 -1.5321 -3.2745
H -2.0578 -0.0871 0.0369
H 0.0058 0.4672 2.8159
H 0.6813 1.9256 2.2134
H 1.8087 1.7462 0.1052
H 1.1025 0.5193 -1.0382
H -0.2849 -2.3797 2.4967
H -1.3945 -1.5651 1.5975
H -1.9669 0.9893 -1.9721
H -0.7702 2.1707 -1.2303
H 0.2578 -1.4743 0.0082
H 1.4685 -1.7279 1.2709

(ii) (140.3 kcal/mol below the next structure)